# 1
Entry from the OMol25 dataset: an isolated ion of composition C7H15N2O2 and charge -1 at a distorted geometry (wB97M-V/def2-TZVPD).

Largest force on an atom = 3.623 eV/Å
SMILES = [H]/N=C/C(C)(C)[C@](C)(N[O-])OC
Frontier orbital gap = 5.5 eV
Lowest unoccupied orbital energy = 3.66 eV

The geometry in ORCA input format:
```
! RIJCOSX wB97M-V def2-TZVPD def2/J DEFGRID3
* xyz -1 1
H -0.75777 -0.89210 -3.53186
N -1.20520 -0.45937 -2.78601
C -0.23834 -0.19353 -1.95823
C -0.37441 0.52745 -0.70768
C -1.74935 0.97876 -0.38100
C 0.70622 1.59340 -0.58666
C -0.00193 -0.52202 0.50985
C -0.87002 -1.75093 0.41002
N -0.27867 0.00835 1.91961
O 0.30422 1.17901 2.36984
O 1.33141 -1.02231 0.36686
C 2.33662 -0.50209 1.21098
H 0.79163 -0.61264 -2.12014
H -1.98710 1.42967 -1.29613
H -1.61648 1.66500 0.44075
H -2.43344 0.27537 -0.09327
H 1.00112 1.49415 0.47311
H 0.24589 2.58918 -0.63554
H 1.59837 1.39248 -1.24595
H -0.91511 -2.20742 1.46137
H -0.40576 -2.53487 -0.34237
H -1.96406 -1.59848 0.03090
H -1.28276 0.03539 2.08018
H 2.05570 0.39263 1.74479
H 3.11760 -0.06333 0.64612
H 2.59163 -1.20175 2.02044
*
```

# 2
Entry from the OMol25 dataset: a 2-piece molecular cluster, C7H15N2OS overall at a distorted geometry (wB97M-V/def2-TZVPD).

Largest force on an atom = 4.950 eV/Å
Frontier orbital gap = 10.0 eV
Lowest unoccupied orbital energy = -3.01 eV

The geometry in ORCA input format:
```
! RIJCOSX wB97M-V def2-TZVPD def2/J DEFGRID3
* xyz 1 1
C -3.60335 -0.33329 -0.94877
C -0.58532 0.60563 1.59324
C -0.46535 1.68431 -2.19493
C 1.58357 -1.47629 0.71288
C 0.49644 -1.50322 1.81900
C 0.36651 0.64566 -1.38445
C 2.01683 -0.03512 0.75595
N -4.66463 0.15371 -1.00013
N -0.66038 -0.74779 1.45986
O -2.64815 -0.98319 -0.82435
S 0.90526 1.32010 0.27850
H -0.22088 0.95678 2.52268
H 0.17906 2.62478 -2.22109
H -0.64114 1.29162 -3.22809
H -1.48795 2.08227 -1.81767
H 1.21862 -1.70900 -0.33607
H 2.50576 -1.95178 0.92730
H 0.95747 -1.10467 2.70740
H 0.28593 -2.67346 2.09173
H 1.28762 0.56204 -1.92093
H -0.12206 -0.38838 -1.35776
H 2.81982 0.21879 -0.01961
H 2.52422 0.06893 1.71489
H -4.97854 0.99027 -1.34863
H -1.19147 -1.03681 0.64187
H -1.46433 1.19920 1.20700
*
```

# 3
Entry from the OMol25 dataset: an isolated ion of composition C7H15N2S and charge +1 at a distorted geometry (wB97M-V/def2-TZVPD).

Largest force on an atom = 7.647 eV/Å
SMILES = C=[N+]1SCCN1[C@H](C)CC
Frontier orbital gap (spin up / spin down) = 6.8 / 8.3 eV
Lowest unoccupied orbital energy (spin up / spin down) = -5.55 / -5.20 eV

The geometry in ORCA input format:
```
! RIJCOSX wB97M-V def2-TZVPD def2/J DEFGRID3
* xyz 1 1
C 2.42600 0.16221 0.87288
N 1.14435 -0.89188 0.19080
S 1.69992 -2.34319 -0.34667
C -0.06565 -2.99297 -0.26478
C -0.86909 -1.62516 -0.21941
N -0.05541 -0.65078 0.41674
C -0.47369 0.68524 0.63313
C -1.76650 0.71783 1.41094
C -0.55081 1.55225 -0.77235
C 0.79426 2.08852 -1.24721
H 3.20489 -0.62265 0.49221
H 2.44668 1.02891 0.27025
H -0.07409 -3.55480 0.63504
H -0.18433 -3.68729 -1.08252
H -0.92948 -1.28218 -1.25158
H -1.83557 -1.71116 0.23316
H 0.23631 1.10168 1.39018
H -1.83743 1.72414 1.97165
H -2.60787 0.60845 0.84783
H -1.59100 -0.07456 2.11685
H -1.25772 2.35482 -0.79541
H -0.92933 0.74989 -1.35475
H 0.58532 2.67492 -2.15438
H 1.08479 2.70815 -0.39251
H 1.40545 1.27961 -1.60010
*
```

# 4
Entry from the OMol25 dataset: an isolated ion of composition C7H15N2S2 and charge +1 at a distorted geometry (wB97M-V/def2-TZVPD).

Largest force on an atom = 5.219 eV/Å
Frontier orbital gap = 8.3 eV
Lowest unoccupied orbital energy = -3.65 eV

The geometry in ORCA input format:
```
! RIJCOSX wB97M-V def2-TZVPD def2/J DEFGRID3
* xyz 1 1
C 2.08538 -0.36200 1.45697
C -0.34977 -0.73866 0.49152
C 1.25607 -0.13665 -0.90140
C 0.82010 1.20260 -1.31920
C 1.44227 -1.34349 -1.78836
C -2.50310 0.01750 -0.30525
C -1.76884 0.67886 1.96027
N 2.26843 -0.14372 0.11565
N -1.37138 0.36604 0.58850
S 3.30560 -0.13723 2.43450
S 0.54028 -1.10766 1.97043
H -0.92157 -1.50168 0.06509
H 1.15940 1.44428 -2.34939
H 1.32935 1.93617 -0.68448
H -0.14687 1.41244 -1.28082
H 0.77396 -2.22860 -1.71511
H 2.45428 -1.75610 -1.46903
H 1.44212 -1.08531 -2.83347
H -3.20535 0.74894 -0.39138
H -2.16383 -0.29426 -1.28636
H -3.02888 -0.93051 0.18217
H -2.39597 1.62048 2.03340
H -2.49135 -0.03174 2.28063
H -0.88243 0.88976 2.47176
H 3.09695 0.40322 0.02350
H -0.74484 1.07732 0.24985
*
```

# 5
Entry from the OMol25 dataset: an isolated ion of composition C7H15N3S and charge +2 at a distorted geometry (wB97M-V/def2-TZVPD).

Largest force on an atom = 5.678 eV/Å
Frontier orbital gap = 8.2 eV
Lowest unoccupied orbital energy = -8.40 eV

The geometry in ORCA input format:
```
! RIJCOSX wB97M-V def2-TZVPD def2/J DEFGRID3
* xyz 2 1
C 2.50829 -1.86884 -0.14387
C 2.93468 0.42546 -0.15215
C 0.48215 -0.18276 0.03876
C 3.81846 1.59925 -0.05971
C 1.22891 -1.38960 0.63754
C -3.36949 0.75069 0.15372
C -2.26851 -0.37989 0.25385
N 3.28150 -0.75550 -0.24712
N 1.41727 0.69302 -0.08657
N -4.50192 0.33892 -0.67308
S -0.92174 -0.29922 -1.05979
H 2.14013 -2.40810 -1.03653
H 4.69899 1.24382 -0.44477
H 3.85773 1.88396 0.99131
H 3.18391 2.43774 -0.55752
H 3.36368 -2.16667 0.45033
H 0.51613 -2.09955 0.72591
H 1.47006 -1.11978 1.65573
H -2.75871 1.62835 -0.30024
H -3.48365 1.00287 1.25457
H -1.76767 -0.31052 1.13019
H -2.83689 -1.25341 0.29411
H 1.25869 1.68862 -0.47237
H -4.00985 0.19870 -1.57756
H -5.32506 0.90664 -0.49999
H -4.91710 -0.56421 -0.27473
*
```